1.
19
Properties=species:S:1:pos:R:3:forces:R:3:lowdin_charge:R:1 method="wB97M-V/def2-TZVPD" spin_multiplicity=1 e_tot_ev=-8461.0878 e_homo_ev=-8.453
C -2.91194 -0.53125 0.33416 0.0 0.0 0.0 -0.079
C -1.90228 -0.06545 -0.69364 -0.2 0.0 -0.1 -0.303
O -0.80998 0.45103 0.02546 -0.1 0.1 0.1 -0.165
C 0.31838 0.81280 -0.73392 0.5 -0.1 0.0 -0.246
C 1.51311 0.89206 0.20760 0.4 -2.2 1.7 -0.083
C 2.73012 -0.03237 0.05000 -0.3 1.1 -0.7 -0.260
C 2.05735 -0.68771 1.16732 -0.9 1.0 -0.3 -0.034
H -3.82244 -0.89069 -0.15386 0.1 0.0 0.1 0.075
H -2.48654 -1.33745 0.94100 -0.1 0.1 -0.1 0.078
H -3.15616 0.30072 1.00029 -0.1 -0.1 -0.1 0.078
H -2.32967 0.71103 -1.34597 0.0 -0.1 0.0 0.119
H -1.60506 -0.91355 -1.33859 0.1 0.2 0.1 0.119
H 0.40353 0.13188 -1.59785 0.4 -0.2 0.4 0.119
H 0.23481 1.82877 -1.20201 -0.3 -0.5 0.4 0.130
H 1.39301 1.79517 0.81743 1.0 -0.6 0.1 0.109
H 2.62325 -0.49935 -0.91447 0.5 -0.3 -0.3 0.094
H 3.72103 0.36161 0.26308 -0.1 0.1 -0.2 0.102
H 1.42493 -1.56642 1.04106 0.0 0.5 -0.5 0.067
H 2.60456 -0.76084 2.13290 -0.8 1.0 -0.6 0.079

***

2.
19
Properties=species:S:1:pos:R:3:forces:R:3:lowdin_charge:R:1 method="wB97M-V/def2-TZVPD" spin_multiplicity=1 smiles=CC[C@H]1CCCO1 e_tot_ev=-8463.8979 e_homo_ev=-9.429
C -0.06231 2.04169 1.55644 0.1 0.1 0.0 -0.106
C -0.56543 0.60512 1.47040 -0.1 0.0 0.0 -0.206
C 0.18536 -0.22748 0.43028 -0.1 -0.1 0.2 -0.359
C -0.62024 -1.40865 -0.11347 0.0 0.0 0.1 -0.143
C -0.01351 -1.60089 -1.50093 0.0 -0.1 0.0 -0.163
C 0.21939 -0.15048 -1.91464 0.0 -0.1 -0.3 -0.198
O 0.51281 0.55774 -0.71774 -0.1 0.2 0.0 -0.118
H 0.99796 2.07710 1.82489 -0.1 0.0 0.0 0.076
H -0.16829 2.53455 0.58747 0.0 0.0 0.1 0.070
H -0.62822 2.61530 2.29687 0.1 -0.1 0.0 0.070
H -0.46929 0.10362 2.44571 -0.1 0.1 -0.2 0.116
H -1.63484 0.61451 1.22122 0.1 0.0 0.0 0.109
H 1.13470 -0.57504 0.87175 -0.1 0.0 -0.1 0.150
H -0.56811 -2.29000 0.52898 0.0 0.1 -0.1 0.119
H -1.67488 -1.11322 -0.20309 0.2 -0.1 0.0 0.118
H -0.66277 -2.14635 -2.19190 0.1 0.1 0.1 0.112
H 0.94105 -2.13258 -1.42686 -0.1 0.0 0.0 0.114
H 1.05618 -0.02354 -2.61086 -0.1 0.0 0.1 0.119
H -0.68223 0.27254 -2.38195 0.1 0.0 0.1 0.120